{
  "formula": "C2H5O3",
  "method": "wB97M-V/def2-TZVPD",
  "fmax_ev_per_a": 2.65,
  "e_tot_ha": -304.97941,
  "e_lumo_ev": 4.4,
  "orbital_gap_ev": 8.53,
  "total_charge": -1,
  "e_above_lowest_kcal_mol": 17.6,
  "symbols": ["O", "C", "O", "C", "H", "H", "H", "H", "H", "O"],
  "coordinates": [[0.394255, -0.451926, 1.064546], [0.757956, 0.638365, 0.592793], [1.518384, 1.502180, 1.054017], [0.472913, 0.738792, -0.992128], [-0.461227, 0.212334, -1.342041], [0.603158, 1.692185, -1.393059], [1.434583, 0.345704, -1.448892], [-0.898970, -1.443290, 0.449246], [-1.956116, -1.781382, 1.451351], [-1.864936, -1.452963, 0.564168]],
  "forces_ev_per_angstrom": [[0.1, -0.4, 0.9], [1.0, -0.2, -2.4], [-0.4, 0.3, 0.4], [0.8, -1.8, 0.6], [1.2, 0.5, 0.3], [-0.7, 2.2, -0.3], [-1.2, -0.7, 0.5], [0.3, 0.8, 0.2], [-0.1, 0.0, 0.5], [-1.0, -0.8, -0.8]]
}